Model w:
Molecular formula: C5H4N2O
Method: DFT, the ωB97M-V functional and the def2-TZVPD basis

```
12
C5H4N2O, DFT the ωB97M-V functional and the def2-TZVPD basis
C -1.51 1.03 -0.19
C -0.27 1.46 -0.50
C 0.67 0.79 0.36
C 0.30 -0.41 0.77
C -1.65 -1.05 -0.26
N -2.32 0.05 -0.90
N -2.67 -0.40 0.42
O -1.98 0.69 1.05
H 0.09 2.00 -1.29
H 1.72 1.32 0.60
H 0.65 -1.27 1.29
H -1.61 -2.07 -0.71
```

Calculated values
HOMO level (eV): -8.1
Kohn-Sham gap (eV): 7.8

***

Model x:
Molecular formula: C5H4N2O
Method: DFT, the ωB97M-V functional and the def2-TZVPD basis

```
12
C5H4N2O, DFT the ωB97M-V functional and the def2-TZVPD basis
O 2.78 0.62 -0.26
C 2.16 -0.31 0.33
N 0.99 -0.88 -0.06
C -0.15 -0.38 -0.14
C -0.48 1.15 -0.05
C -1.92 1.09 0.22
C -2.33 -0.33 0.05
N -1.31 -1.19 -0.15
H 2.33 -0.75 1.42
H 0.12 2.08 -0.22
H -2.85 1.64 0.20
H -3.27 -0.75 -0.25
```

Calculated values
SMILES string: O=C/N=C1\C=CC=N1
HOMO level (eV): -10.0
Kohn-Sham gap (eV): 8.3

***

Model y:
Molecular formula: C5H4N2O
Method: DFT, the ωB97M-V functional and the def2-TZVPD basis

```
12
C5H4N2O, DFT the ωB97M-V functional and the def2-TZVPD basis
C -1.54 -0.78 0.94
N -0.64 -1.61 1.31
C 0.62 -1.24 0.67
C 0.51 -0.10 -0.02
C 1.10 0.95 -0.86
O -0.11 1.74 -1.29
N -1.24 1.26 -0.67
C -0.91 0.24 0.05
H -2.61 -0.89 1.21
H 1.49 -1.80 0.83
H 1.54 0.60 -1.77
H 1.81 1.62 -0.39
```

Calculated values
SMILES string: C1=NC=C2CON=C12
HOMO level (eV): -9.4
Kohn-Sham gap (eV): 8.7

***

Most stable to least stable: model y, model x, model w

***

Model w:
Molecular formula: C2H3N3S
Method: DFT, the ωB97M-V functional and the def2-TZVPD basis

```
9
C2H3N3S, DFT the ωB97M-V functional and the def2-TZVPD basis
C -0.54 0.81 -1.52
C 2.05 -1.14 -0.51
N -0.11 0.55 -2.63
N 0.04 0.36 -0.27
N 1.01 -0.65 0.06
S 3.32 -2.06 -0.40
H -0.59 0.47 0.51
H -1.40 1.45 -1.30
H 0.77 -0.91 1.01
```

Calculated values
HOMO level (eV): -7.1
Kohn-Sham gap (eV): 4.9

***

Model x:
Molecular formula: C2H3N3S
Method: DFT, the ωB97M-V functional and the def2-TZVPD basis

```
9
C2H3N3S, DFT the ωB97M-V functional and the def2-TZVPD basis
H 1.22 1.24 -2.06
N 0.49 0.46 -2.13
C 0.12 0.11 -1.00
C -0.95 -0.78 -0.80
N -1.87 -1.39 -0.24
N 0.37 0.93 0.21
S 0.65 0.05 1.61
H 1.09 1.50 -0.06
H -0.67 0.36 2.23
```

Calculated values
SMILES string: [H]/N=C(/C#N)NS
HOMO level (eV): -9.9
Kohn-Sham gap (eV): 9.7

***

Model y:
Molecular formula: C2H3N3S
Method: DFT, the ωB97M-V functional and the def2-TZVPD basis

```
9
C2H3N3S, DFT the ωB97M-V functional and the def2-TZVPD basis
S -1.91 -0.01 -0.03
N -0.21 -0.02 -0.17
C 0.59 1.06 -0.01
N 1.87 0.74 0.06
C 1.79 -0.63 0.03
N 0.56 -1.13 -0.03
H -2.01 -0.27 1.26
H 0.16 2.08 0.05
H 2.59 -1.33 0.13
```

Calculated values
SMILES string: Sn1cncn1
HOMO level (eV): -10.1
Kohn-Sham gap (eV): 10.6

***

Model z:
Molecular formula: C2H3N3S
Method: DFT, the ωB97M-V functional and the def2-TZVPD basis

```
9
C2H3N3S, DFT the ωB97M-V functional and the def2-TZVPD basis
C 0.88 0.03 0.38
C -0.14 0.48 1.42
N -1.12 0.49 0.33
N -0.27 -0.19 -0.46
N -0.52 -1.03 -1.42
S 1.32 1.74 0.82
H 1.53 -0.76 0.21
H -2.10 0.69 0.35
H 0.42 -1.44 -1.64
```

Calculated values
HOMO level (spin up / spin down) (eV): -8.3 / -8.3
Kohn-Sham gap (spin up / spin down) (eV): 7.4 / 7.4

***

Most stable to least stable: model y, model x, model w, model z

***

Model w:
Molecular formula: C4H11N2O
Method: DFT, the ωB97M-V functional and the def2-TZVPD basis

```
18
C4H11N2O, DFT the ωB97M-V functional and the def2-TZVPD basis
C 0.97 -0.88 -0.43
C -0.09 -1.13 0.64
C 0.18 -0.42 2.12
O -0.77 -0.79 2.95
N 0.75 0.52 -0.90
C -0.62 0.91 -0.86
N -1.00 1.86 -1.86
H 1.96 -0.99 -0.02
H 0.73 -1.56 -1.28
H -1.08 -1.03 0.54
H 0.04 -2.15 0.90
H 1.21 -0.83 2.32
H 0.09 0.65 1.87
H 1.37 1.04 -0.27
H -1.39 -0.06 -0.91
H -1.01 1.34 0.15
H -1.20 1.24 -2.70
H -0.15 2.29 -2.26
```

Calculated values
⟨S²⟩: 0.751
HOMO level (spin up / spin down) (eV): 4.2 / 0.6
Net charge: -2
Kohn-Sham gap (spin up / spin down) (eV): 2.8 / 6.6
Spin multiplicity: 2

***

Model x:
Molecular formula: C4H11N2O
Method: DFT, the ωB97M-V functional and the def2-TZVPD basis

```
18
C4H11N2O, DFT the ωB97M-V functional and the def2-TZVPD basis
C 0.99 -0.76 -0.50
N -0.20 -1.20 0.56
C 1.88 0.29 0.18
C 1.20 1.64 0.30
N 2.57 0.03 -1.04
C -2.72 0.28 -0.42
O -2.81 -0.40 0.77
H 1.45 -1.73 -0.56
H 0.30 -0.47 -1.27
H -1.27 -0.99 0.65
H 0.10 -1.64 1.43
H 2.46 -0.03 1.10
H 0.22 1.55 0.79
H 1.80 2.35 0.88
H 0.99 1.96 -0.73
H -3.42 -0.06 -1.22
H -2.86 1.37 -0.28
H -1.77 0.24 -0.96
```

Calculated values
⟨S²⟩: 0.760
HOMO level (spin up / spin down) (eV): 2.0 / 2.1
Net charge: -2
Kohn-Sham gap (spin up / spin down) (eV): 5.3 / 5.2
Spin multiplicity: 2

***

Most stable to least stable: model w, model x

***

Model w:
Molecular formula: C3H9N3S
Method: DFT, the ωB97M-V functional and the def2-TZVPD basis

```
16
C3H9N3S, DFT the ωB97M-V functional and the def2-TZVPD basis
C -1.41 -1.48 0.85
C -1.61 -0.06 0.34
S -3.10 0.48 0.08
N -0.45 0.69 -0.04
N 0.79 0.27 0.00
C 1.38 0.06 -1.31
N 1.71 1.04 0.77
H -1.40 -2.28 0.09
H -2.36 -1.82 1.34
H -0.56 -1.63 1.43
H -0.77 1.52 -0.69
H 1.91 0.96 -1.74
H 2.12 -0.73 -1.39
H 0.54 -0.11 -2.06
H 1.90 1.97 0.55
H 1.31 1.13 1.79
```

Calculated values
SMILES string: CC(=S)NN(C)N
HOMO level (eV): -8.5
Kohn-Sham gap (eV): 9.1

***

Model x:
Molecular formula: C3H9N3S
Method: DFT, the ωB97M-V functional and the def2-TZVPD basis

```
16
C3H9N3S, DFT the ωB97M-V functional and the def2-TZVPD basis
C 0.29 1.90 -1.11
C 1.28 0.75 -0.57
C 0.55 -1.33 0.59
N -2.08 -0.98 1.65
N -0.99 1.36 -1.23
N 0.41 -0.34 -0.51
S -1.11 -0.18 -0.85
H 0.28 2.79 -0.47
H 0.70 2.18 -2.16
H 2.18 0.66 -1.21
H 1.52 0.93 0.46
H 0.05 -2.23 0.31
H 1.61 -1.29 0.88
H 0.04 -0.81 1.44
H -1.80 -2.09 1.46
H -2.95 -1.32 1.34
```

Calculated values
HOMO level (spin up / spin down) (eV): -8.6 / -7.0
Kohn-Sham gap (spin up / spin down) (eV): 8.6 / 6.5

***

Model y:
Molecular formula: C3H9N3S
Method: DFT, the ωB97M-V functional and the def2-TZVPD basis

```
16
C3H9N3S, DFT the ωB97M-V functional and the def2-TZVPD basis
C 2.02 -1.09 0.31
N 2.41 -0.04 0.86
C 1.57 0.84 1.58
C 0.13 0.32 1.89
N -0.58 -0.06 0.72
S -0.86 0.96 -0.42
H 2.73 -1.67 -0.26
H 0.98 -1.44 0.33
H 1.49 1.76 1.00
H 2.07 1.07 2.53
H 0.19 -0.56 2.54
H -0.38 1.13 2.42
N -2.90 -0.55 -3.51
H -3.87 -0.45 -3.25
H -2.35 -0.48 -2.66
H -2.65 0.26 -4.08
```

Calculated values
SMILES string: C=NCCN=S.N
HOMO level (eV): -8.6
Kohn-Sham gap (eV): 7.2

***

Most stable to least stable: model y, model w, model x

***

Model w:
Molecular formula: H26O13
Method: DFT, the ωB97M-V functional and the def2-TZVPD basis

```
39
H26O13, DFT the ωB97M-V functional and the def2-TZVPD basis
O -1.78 -0.77 3.71
H -1.51 -1.50 3.12
H -1.10 -0.08 3.64
O -0.23 1.58 3.32
H 0.25 2.36 3.60
H -0.82 1.89 2.61
O -2.31 -0.56 -1.10
H -3.13 -0.04 -1.05
H -2.12 -0.61 -2.06
O 2.76 1.52 -2.44
H 1.83 1.46 -2.75
H 2.80 1.02 -1.60
O 1.34 -1.24 -2.68
H 1.25 -0.87 -1.79
H 1.90 -0.61 -3.16
O -1.27 -1.05 -3.66
H -1.30 -1.71 -4.36
H -0.44 -1.25 -3.17
O 0.23 -0.01 -0.21
H 0.04 -0.61 0.53
H -0.65 0.19 -0.59
O -1.82 3.36 1.73
H -1.78 3.75 0.85
H -1.99 4.09 2.32
O -1.25 -3.05 -0.26
H -1.73 -3.89 -0.35
H -1.87 -2.36 -0.55
O 3.22 0.02 -0.10
H 3.65 0.32 0.71
H 2.30 -0.09 0.16
O 2.14 0.11 3.51
H 1.42 0.71 3.25
H 1.87 -0.25 4.36
O 0.29 1.78 -3.59
H -0.54 1.35 -3.85
H 0.06 2.69 -3.40
O -0.04 -2.40 2.09
H 0.89 -2.58 1.89
H -0.53 -2.65 1.27
```

Calculated values
HOMO level (eV): -10.2
Kohn-Sham gap (eV): 10.0

***

Model x:
Molecular formula: H26O13
Method: DFT, the ωB97M-V functional and the def2-TZVPD basis

```
39
H26O13, DFT the ωB97M-V functional and the def2-TZVPD basis
H 0.35 -0.54 0.91
H 1.54 -0.33 1.83
H -3.53 1.24 -2.77
H -2.70 0.05 -2.31
H 2.06 -3.11 -0.51
H 3.20 -2.11 -0.65
H 4.82 -1.59 -0.92
H 5.74 -1.24 -2.08
H -4.06 -2.55 1.14
H -3.84 -1.14 1.65
H 0.71 3.44 -0.97
H 1.37 3.50 0.39
H -1.89 3.10 3.10
H -1.84 3.06 1.58
H -0.96 3.38 -0.77
H -2.43 2.99 -0.89
H 0.13 1.45 0.13
H -0.39 0.92 -1.20
H -0.52 -2.99 -1.12
H -0.27 -1.72 -0.32
H -2.38 -2.04 -1.95
H -3.15 -2.95 -1.01
H -1.06 -2.71 2.82
H 0.08 -2.05 3.57
H 3.72 2.37 0.08
H 4.46 1.94 1.34
O 1.13 -0.99 1.26
O -2.93 0.57 -3.10
O 2.24 -2.16 -0.56
O 5.45 -1.98 -1.53
O -4.03 -1.63 0.85
O 1.55 3.61 -0.55
O -1.32 3.32 2.35
O -1.53 2.63 -0.96
O 0.16 1.62 -0.82
O -0.54 -2.64 -0.22
O -2.95 -2.02 -1.17
O -0.19 -2.32 2.68
O 3.81 1.63 0.69
```

Calculated values
HOMO level (eV): -9.7
Kohn-Sham gap (eV): 9.6

***

Model y:
Molecular formula: H26O13
Method: DFT, the ωB97M-V functional and the def2-TZVPD basis

```
39
H26O13, DFT the ωB97M-V functional and the def2-TZVPD basis
O -0.32 4.98 -26.33
H -0.24 5.80 -25.80
H -1.27 4.91 -26.51
O 0.03 10.05 -26.82
H 0.04 10.32 -25.90
H 0.65 10.65 -27.25
O -5.21 7.79 -29.77
H -5.59 8.67 -29.83
H -5.25 7.57 -28.83
O -2.21 6.87 -28.81
H -1.83 7.74 -29.05
H -2.56 6.51 -29.63
O -1.50 9.51 -29.43
H -1.94 10.29 -29.09
H -0.88 9.27 -28.73
O -4.77 7.25 -23.96
H -4.50 6.44 -24.42
H -4.35 7.96 -24.46
O -0.36 7.45 -25.09
H -0.84 7.66 -24.28
H -0.39 8.26 -25.62
O -4.97 10.27 -25.17
H -4.39 10.63 -25.85
H -5.49 11.03 -24.88
O -6.28 7.95 -26.54
H -5.50 8.09 -26.00
H -6.70 8.81 -26.59
O -3.26 7.83 -26.57
H -2.54 8.47 -26.54
H -3.07 7.26 -27.35
O -3.09 11.24 -27.47
H -3.79 11.78 -27.87
H -2.28 11.75 -27.61
O -5.50 5.37 -27.42
H -5.78 6.30 -27.38
H -5.92 5.01 -28.21
O -3.96 4.63 -25.11
H -4.40 5.02 -25.88
H -3.61 3.79 -25.42
```

Calculated values
HOMO level (eV): -10.0
Kohn-Sham gap (eV): 9.3

***

Model z:
Molecular formula: H26O13
Method: DFT, the ωB97M-V functional and the def2-TZVPD basis

```
39
H26O13, DFT the ωB97M-V functional and the def2-TZVPD basis
O 0.18 -1.96 -0.49
H 1.06 -1.68 -0.79
H -0.40 -1.80 -1.25
O -2.91 -1.52 0.36
H -2.20 -1.52 1.04
H -3.05 -2.45 0.15
O 0.48 1.46 -2.57
H -0.05 2.29 -2.59
H 0.94 1.44 -3.42
O -2.24 1.27 -0.48
H -2.32 0.30 -0.51
H -2.93 1.55 0.14
O -1.09 -1.88 2.32
H -0.26 -1.40 2.23
H -0.82 -2.81 2.43
O 0.58 -3.99 1.30
H 1.52 -4.13 1.15
H 0.35 -3.24 0.71
O -1.53 3.36 -2.31
H -2.05 3.19 -3.11
H -1.65 2.57 -1.76
O -1.15 -0.83 -2.57
H -0.75 0.05 -2.48
H -1.96 -0.69 -3.07
O -1.38 2.21 2.60
H -0.76 1.67 2.07
H -2.09 1.61 2.82
O 2.84 -0.99 -0.26
H 3.10 -1.29 0.61
H 3.41 -1.47 -0.87
O 2.74 2.47 -0.66
H 3.36 2.57 0.08
H 2.44 1.56 -0.60
O 3.13 1.15 2.53
H 2.43 1.54 3.06
H 2.87 0.24 2.41
O 0.09 0.58 0.94
H 0.44 -0.29 0.70
H -0.36 0.87 0.13
```

Calculated values
HOMO level (eV): -10.6
Kohn-Sham gap (eV): 10.3

***

Most stable to least stable: model w, model z, model y, model x

***

Model w:
Molecular formula: H26O13
Method: DFT, the ωB97M-V functional and the def2-TZVPD basis

```
39
H26O13, DFT the ωB97M-V functional and the def2-TZVPD basis
O 9.90 21.68 27.09
H 10.37 20.96 26.65
H 9.73 21.35 27.97
O 10.32 18.87 28.11
H 10.43 18.16 27.48
H 11.11 19.42 27.97
O 10.63 23.15 23.81
H 11.31 23.07 24.49
H 11.09 23.06 22.98
O 12.60 22.90 29.04
H 12.39 21.96 29.06
H 11.94 23.32 29.59
O 6.19 22.61 28.88
H 7.07 22.35 29.19
H 5.80 23.08 29.62
O 8.74 21.35 24.39
H 8.17 20.81 24.94
H 9.63 20.99 24.51
O 11.09 19.93 23.89
H 11.95 20.00 23.46
H 10.80 19.03 23.71
O 12.74 20.24 27.87
H 13.33 20.16 28.62
H 13.32 20.45 27.13
O 8.59 21.45 30.07
H 9.36 21.38 30.63
H 8.00 20.75 30.37
O 7.53 23.01 26.34
H 6.60 23.10 26.56
H 7.89 22.44 27.03
O 7.72 19.49 26.39
H 6.77 19.38 26.45
H 8.08 18.93 27.09
O 9.42 25.03 26.01
H 9.99 24.85 26.77
H 9.33 25.99 25.99
O 12.21 23.51 26.19
H 12.10 23.05 27.04
H 12.85 24.20 26.37
```

Calculated values
HOMO level (eV): -8.2
Kohn-Sham gap (eV): 7.8

***

Model x:
Molecular formula: H26O13
Method: DFT, the ωB97M-V functional and the def2-TZVPD basis

```
39
H26O13, DFT the ωB97M-V functional and the def2-TZVPD basis
H -0.47 0.25 0.62
H 0.30 -0.03 -0.66
H -2.57 -0.35 -0.29
H -3.17 0.12 -1.60
H 4.54 2.46 0.54
H 3.20 2.49 1.25
H -0.31 3.06 1.86
H -1.06 4.23 2.47
H -1.39 1.06 3.12
H -1.92 2.25 2.34
H 2.37 -1.28 -1.25
H 1.52 -1.05 -0.01
H 0.22 0.28 -3.04
H 1.23 -0.80 -2.65
H -2.56 -1.27 -3.75
H -2.31 -2.76 -3.87
H 1.85 -3.81 -1.63
H 1.23 -3.85 -3.02
H -0.52 -2.62 1.24
H -0.56 -3.87 0.38
H -0.41 -1.49 3.46
H 0.78 -0.98 2.67
H -1.49 0.73 -3.59
H -1.18 0.60 -2.11
H 0.66 2.95 3.52
H 1.48 3.53 4.66
O -0.05 -0.47 0.12
O -3.01 -0.67 -1.09
O 4.02 2.98 1.17
O -0.37 4.02 1.83
O -1.14 1.70 2.45
O 2.43 -1.23 -0.29
O 0.38 -0.67 -3.08
O -2.96 -2.12 -3.55
O 2.05 -4.04 -2.55
O -0.03 -3.08 0.55
O -0.13 -1.29 2.56
O -1.43 1.25 -2.78
O 0.80 3.76 4.01
```

Calculated values
HOMO level (eV): -11.0
Kohn-Sham gap (eV): 10.4

***

Model y:
Molecular formula: H26O13
Method: DFT, the ωB97M-V functional and the def2-TZVPD basis

```
39
H26O13, DFT the ωB97M-V functional and the def2-TZVPD basis
H -0.18 -0.03 0.32
H -0.41 0.31 1.79
H -3.37 2.06 -2.06
H -2.76 1.61 -3.38
H -1.22 -0.21 -3.67
H -1.16 -1.66 -4.12
H 0.19 -2.71 -2.85
H -0.62 -3.41 -3.93
H -3.77 2.29 2.09
H -2.66 2.53 1.09
H 3.59 1.49 1.11
H 2.32 0.82 0.62
H 2.13 -0.23 -2.07
H 2.30 -1.25 -3.18
H 1.91 4.62 4.05
H 0.90 3.70 4.72
H -2.83 -2.23 -2.61
H -3.32 -1.74 -1.26
H 4.82 -2.11 -0.29
H 3.49 -1.39 -0.45
H -1.00 -3.25 1.92
H -1.86 -2.00 1.99
H 0.75 5.92 2.29
H 1.08 4.43 2.22
H 1.55 -1.92 2.61
H 0.81 -2.04 1.29
O -0.75 -0.24 1.07
O -3.14 1.26 -2.55
O -1.22 -1.11 -3.33
O -0.27 -3.53 -3.04
O -3.10 1.83 1.57
O 3.11 0.66 1.16
O 1.67 -0.94 -2.52
O 1.43 3.79 3.92
O -3.08 -1.43 -2.13
O 4.09 -1.75 0.22
O -1.19 -2.49 2.48
O 0.76 5.17 1.68
O 1.61 -1.67 1.68
```

Calculated values
HOMO level (eV): -9.7
Kohn-Sham gap (eV): 9.7

***

Model z:
Molecular formula: H26O13
Method: DFT, the ωB97M-V functional and the def2-TZVPD basis

```
39
H26O13, DFT the ωB97M-V functional and the def2-TZVPD basis
O -0.32 -0.14 -0.38
H -0.54 -0.93 0.13
H -0.20 -0.39 -1.23
H 0.25 0.46 0.14
O 1.25 1.50 0.99
H 1.79 2.19 1.48
O 1.76 -0.31 2.89
H 1.65 0.28 2.14
H 1.01 -0.89 2.99
O -2.68 -1.22 -2.01
H -3.12 -0.77 -2.64
H -1.92 -1.79 -2.33
O -0.33 -2.53 1.05
H -1.09 -2.91 1.32
H 0.36 -3.18 0.91
O -0.72 -2.57 -3.63
H -0.17 -1.84 -3.81
H -0.22 -3.44 -3.71
O -3.17 0.21 0.79
H -4.02 0.70 1.01
H -3.44 -0.66 0.50
O -1.62 -0.30 2.90
H -2.31 -0.31 2.25
H -1.32 0.67 2.78
O 3.57 0.89 -0.16
H 2.77 0.98 0.19
H 3.87 1.66 -0.54
O -0.77 2.27 2.64
H -0.24 2.03 1.92
H -0.14 2.35 3.36
O 0.21 3.31 -0.79
H 0.02 3.89 0.01
H 0.48 2.58 -0.29
O 0.35 0.44 -2.18
H 1.20 0.79 -2.22
H -0.06 0.72 -2.94
O 2.30 -1.45 -1.10
H 3.08 -1.85 -1.46
H 2.49 -0.49 -0.98
```

Calculated values
HOMO level (eV): -9.5
Kohn-Sham gap (eV): 9.2

***

Most stable to least stable: model w, model x, model y, model z